Record 1
Computed, not measured: a 2-piece molecular cluster, C2H6N2OS2 overall, with ωB97M-V/def2-TZVPD.

HOMO energy	-8.4172	eV
LUMO energy	-0.14	eV
molar mass	138.22	u
frontier orbital gap	8.27	eV

Each line ends with the Mulliken charge.
Element x y z (Å)
C (-2.1485, 0.2991, -1.1957)  -0.707
C (0.5214, 0.2228, -0.3229)  0.613
H (-2.0167, 0.8706, -0.2032)  0.223
H (-2.7927, 0.8909, -1.8810)  0.363
H (-2.3136, -0.8471, -0.9321)  0.242
H (2.4448, 0.9340, -0.9261)  0.333
H (2.3136, -0.9399, 1.9812)  0.190
H (-0.2810, -1.2585, 2.3573)  0.366
N (1.8071, 0.5068, -0.1475)  -0.462
N (-0.2898, -0.0025, 0.6823)  -0.306
O (0.2813, -0.0728, 1.9428)  -0.539
S (-0.2943, 0.3777, -1.8071)  -0.171
S (2.7685, -0.9811, 0.4518)  -0.145


Record 2
Computed, not measured: C49H36N6O7P2V as an isolated structure, with ωB97M-V/def2-TZVPD.

HOMO energy (alpha / beta)	-0.8072 / -1.6918	eV
spin multiplicity	4
LUMO energy (alpha / beta)	4.14 / 3.75	eV
molar mass	933.75	u
net charge	-2
frontier orbital gap (alpha / beta)	4.95 / 5.44	eV

Each line ends with the Löwdin spin population.
Element x y z (Å)
V (-0.4237, 0.3163, -0.2220)  1.857
C (0.6225, -3.2785, 7.4225)  0.001
C (0.6546, -1.8885, 7.4228)  0.000
C (0.4566, -1.1835, 6.2359)  0.008
C (0.2369, -1.8572, 5.0359)  0.026
C (0.2009, -3.2527, 5.0450)  0.008
C (0.3902, -3.9605, 6.2290)  0.000
C (0.0338, -1.1119, 3.7547)  0.238
C (1.1262, -0.9862, 2.8634)  -0.038
C (2.4601, -1.3754, 3.2775)  0.031
C (3.2818, -1.1534, 2.2292)  -0.038
C (2.4616, -0.6128, 1.1607)  0.051
N (1.1486, -0.5590, 1.5482)  0.079
C (3.0382, -0.1735, -0.0608)  -0.021
C (2.4417, 0.3678, -1.1995)  0.080
C (3.2013, 0.8281, -2.3331)  0.047
C (2.3595, 1.4818, -3.1646)  0.071
C (1.0469, 1.4503, -2.5613)  0.059
C (-0.0688, 2.1949, -3.0429)  0.027
C (0.0565, 2.9582, -4.3211)  0.002
C (-0.1204, 4.3440, -4.3523)  0.003
C (-0.0399, 5.0597, -5.5452)  0.001
C (0.2137, 4.3988, -6.7412)  0.002
C (0.3897, 3.0174, -6.7292)  0.001
C (0.3128, 2.3103, -5.5335)  0.001
C (-1.3223, 2.1491, -2.4256)  0.036
N (-1.5885, 1.3028, -1.4421)  0.047
C (-2.9959, 1.2020, -1.2945)  0.001
C (-3.6300, 0.1174, -0.7524)  0.066
C (-5.1198, 0.2326, -0.5916)  0.005
C (-5.9685, -0.8190, -0.9479)  0.007
C (-7.3509, -0.7140, -0.7890)  -0.001
C (-7.9217, 0.4383, -0.2613)  0.007
C (-7.0900, 1.4849, 0.1174)  -0.001
C (-5.7126, 1.3790, -0.0476)  0.007
C (-2.8816, -0.7147, 1.6459)  0.014
C (-3.5002, -1.4107, 2.7639)  0.023
C (-2.4478, -1.4628, 3.8453)  0.199
C (-1.3157, -0.8926, 3.3714)  -0.002
N (-1.5811, -0.1955, 2.1451)  -0.008
C (-3.5872, 2.2288, -2.1815)  0.013
C (-2.5904, 2.7714, -2.8837)  -0.013
N (1.1012, 0.7342, -1.3954)  -0.028
C (4.5507, -0.1148, -0.0560)  -0.001
C (5.3203, -0.9602, -0.8518)  -0.003
C (6.7123, -0.8818, -0.8524)  0.002
C (7.3590, 0.0442, -0.0448)  -0.002
C (6.6016, 0.8877, 0.7655)  0.002
C (5.2122, 0.8079, 0.7572)  -0.001
H (0.7807, -3.8283, 8.3436)  0.000
H (0.8374, -1.3500, 8.3471)  0.000
H (0.4807, -0.0974, 6.2219)  0.001
H (0.0216, -3.7684, 4.1057)  0.000
H (0.3589, -5.0449, 6.2210)  0.000
H (2.7229, -1.7655, 4.2504)  0.003
H (4.3416, -1.3520, 2.1788)  -0.003
H (4.2624, 0.6966, -2.4715)  0.001
H (2.6032, 1.9713, -4.0968)  0.003
H (-0.3081, 4.8617, -3.4161)  0.001
H (-0.1674, 6.1367, -5.5377)  0.000
H (0.2762, 4.9516, -7.6706)  0.000
H (0.5770, 2.4871, -7.6566)  0.000
H (0.4479, 1.2329, -5.5285)  0.000
H (-5.5141, -1.7225, -1.3410)  0.000
H (-7.9834, -1.5463, -1.0815)  0.000
H (-8.9950, 0.5137, -0.1313)  0.001
H (-7.5096, 2.3868, 0.5484)  0.000
H (-5.0798, 2.1936, 0.2830)  0.000
H (-4.1717, -2.2434, 2.6046)  0.001
H (-2.4815, -2.1401, 4.6851)  0.014
H (-4.6459, 2.4145, -2.2859)  0.001
H (-2.6697, 3.5115, -3.6699)  -0.001
H (4.8125, -1.6900, -1.4764)  0.000
H (7.2892, -1.5496, -1.4832)  0.000
H (8.4418, 0.1034, -0.0382)  0.000
H (7.0937, 1.6100, 1.4074)  0.000
H (4.6165, 1.4627, 1.3848)  0.001
O (-2.5059, 2.2792, 1.8820)  -0.001
P (-1.1299, 1.5099, 2.2034)  0.001
O (-0.6281, 1.9345, 3.5182)  0.005
O (-0.2202, 1.7743, 0.9899)  0.030
O (-4.0314, -0.1210, 2.2850)  0.026
P (-2.6717, -1.5547, -0.0253)  0.006
O (-1.8017, -2.6784, 0.9875)  0.000
O (-3.6054, -2.5818, -0.6391)  -0.001
O (-1.2952, -1.1654, -0.7589)  0.043
H (-2.8852, 2.0108, 1.0286)  0.000
H (-1.1844, -3.1338, 0.4046)  0.000
N (-2.8195, -3.8548, -2.5942)  0.000
C (-1.5570, -3.2576, -2.6209)  0.000
C (-1.3104, -2.1205, -3.3830)  0.000
C (-0.0517, -1.5560, -3.3536)  0.001
N (0.9806, -2.0493, -2.6628)  0.002
C (0.7398, -3.1583, -1.9594)  0.000
C (-0.4846, -3.8000, -1.9163)  0.000
H (-3.5458, -3.1609, -2.7133)  0.000
H (-2.9810, -4.3086, -1.7052)  0.000
H (-2.1214, -1.6267, -3.9138)  0.000
H (0.1454, -0.6324, -3.8922)  0.001
H (1.5698, -3.5380, -1.3670)  0.000
H (-0.6274, -4.6783, -1.2935)  0.000


Record 3
Computed, not measured: an isolated ion of composition C4H9N4Si and charge -1, with ωB97M-V/def2-TZVPD.

HOMO energy	-4.1417	eV
LUMO energy	4.12	eV
molar mass	141.23	u
net charge	-1
frontier orbital gap	8.26	eV

Each line ends with the Mulliken charge.
Element x y z (Å)
C (0.0000, -1.3209, -1.8351)  -0.187
C (0.5660, 0.2081, 1.9353)  -1.198
C (-1.1284, 1.4414, -0.3868)  -1.182
C (1.7051, 0.5156, -0.7065)  -1.463
N (-1.6087, -2.8811, -0.9547)  -0.541
N (-0.7089, -2.2835, -1.7908)  0.095
N (-1.1785, -1.2500, 0.5828)  -0.049
N (-1.7327, -2.2547, 0.1378)  -0.260
Si (0.0063, -0.0369, 0.0858)  0.776
H (0.4906, -0.7290, 2.4794)  0.312
H (1.5934, 0.5502, 2.0187)  0.295
H (-0.0599, 0.9271, 2.4582)  0.331
H (-1.7864, 1.7011, 0.4363)  0.316
H (-0.5594, 2.3259, -0.6568)  0.336
H (-1.7569, 1.1831, -1.2336)  0.292
H (1.6309, 0.6845, -1.7781)  0.375
H (2.0430, 1.4447, -0.2464)  0.407
H (2.4843, -0.2255, -0.5453)  0.345


Record 4
Computed, not measured: C6H9N in the gas phase, with ωB97M-V/def2-TZVPD.

HOMO energy (alpha / beta)	-4.8909 / -8.8147	eV
spin multiplicity	3
LUMO energy (alpha / beta)	0.89 / -2.14	eV
molar mass	95.14	u
frontier orbital gap (alpha / beta)	5.78 / 6.67	eV

Each line ends with the Löwdin spin population.
Element x y z (Å)
C (0.2906, 0.6802, -0.7672)  0.454
C (0.2405, -1.3748, 0.2617)  0.076
C (0.0529, 1.9270, -1.1042)  0.535
C (-0.7963, -1.2846, 1.0554)  0.192
C (1.0174, -2.6380, -0.0026)  0.002
C (-0.5264, 2.9272, -0.1189)  0.110
N (0.8438, -0.3041, -0.3515)  0.483
H (-0.1934, 2.0427, -2.2105)  0.060
H (-1.1675, -2.2059, 1.4824)  0.017
H (-1.2197, -0.3548, 1.2571)  0.020
H (2.1115, -2.5802, 0.2638)  0.000
H (0.9070, -2.6522, -1.0472)  0.001
H (0.4699, -3.4650, 0.6102)  0.001
H (-1.5370, 2.6096, 0.2473)  0.028
H (-0.6214, 3.9290, -0.3629)  0.008
H (0.1280, 2.7439, 0.7872)  0.012


Record 5
Computed, not measured: C14H20Cl2F6O3W as an isolated structure, with ωB97M-V/def2-TZVPD.

HOMO energy (alpha / beta)	0.2369 / 0.1943	eV
spin multiplicity	3
LUMO energy (alpha / beta)	4.82 / 4.81	eV
molar mass	605.05	u
net charge	-2
frontier orbital gap (alpha / beta)	4.58 / 4.62	eV

Each line ends with the Löwdin spin population.
Element x y z (Å)
C (1.9485, 1.8728, -0.7963)  0.028
C (1.7224, 1.8258, 0.6205)  0.005
C (0.3088, 1.8605, 0.8616)  0.051
C (2.7834, 1.9056, 1.6563)  -0.001
C (-0.3401, 2.0739, -0.4117)  0.010
C (0.6697, 2.0527, -1.4420)  0.038
C (0.4236, 2.3157, -2.8809)  0.007
C (3.2890, 1.8700, -1.4470)  0.008
C (-0.3398, 1.7826, 2.2024)  0.022
C (-1.7738, 2.3980, -0.6346)  -0.001
W (0.7327, 0.0050, -0.4444)  1.424
Cl (2.0405, -1.1113, 1.1371)  0.071
Cl (1.7676, -0.9338, -2.2752)  0.181
O (-1.0485, -0.3534, -1.1983)  0.128
H (3.7076, 1.4178, 1.3316)  0.000
H (2.4672, 1.4442, 2.5954)  0.000
H (3.0111, 2.9634, 1.8579)  -0.001
H (0.1643, 1.0453, 2.8391)  0.002
H (-1.3866, 1.4654, 2.1233)  0.001
H (-0.2863, 2.7589, 2.7062)  0.005
H (-2.4237, 1.8142, 0.0220)  -0.001
H (-2.0599, 2.1829, -1.6705)  0.000
H (-1.9462, 3.4692, -0.4471)  -0.001
H (-0.5996, 2.0373, -3.1473)  0.000
H (1.0705, 1.7160, -3.5264)  0.001
H (0.5815, 3.3787, -3.1158)  0.003
H (3.9367, 1.1088, -0.9977)  0.000
H (3.7786, 2.8470, -1.3184)  0.002
H (3.2077, 1.6402, -2.5141)  0.001
H (-1.1276, -1.3222, -1.0035)  0.001
O (0.9841, -0.0874, -4.9152)  0.009
H (0.4437, -0.8726, -5.1702)  0.000
C (-2.7154, -3.6260, 0.2867)  0.000
C (-1.5220, -3.0731, 1.0653)  0.000
O (-0.6151, -2.5072, 0.3044)  0.004
C (-2.0720, -2.0660, 2.1956)  0.001
F (-3.0585, -2.6342, 2.9459)  0.000
F (-1.1087, -1.6146, 3.0407)  0.001
F (-2.6241, -0.9657, 1.5979)  0.001
C (-0.8932, -4.3804, 1.7853)  0.000
F (-1.8283, -5.0298, 2.5668)  0.000
F (-0.5020, -5.2747, 0.8314)  0.000
F (0.1742, -4.1147, 2.5645)  0.000
H (-3.2082, -2.8118, -0.2504)  0.000
H (-3.4131, -4.1577, 0.9336)  0.000
H (-2.3210, -4.3150, -0.4645)  0.000


Record 6
Computed, not measured: C2H2NOP in the gas phase, with ωB97M-V/def2-TZVPD.

structure (SMILES)	[H]/N=C\P1#CO1
HOMO energy	-9.3041	eV
LUMO energy	-0.32	eV
molar mass	87.02	u
frontier orbital gap	8.99	eV

Each line ends with the Mulliken charge.
Element x y z (Å)
H (1.7666, 0.3965, 1.3751)  0.255
N (1.7655, -0.0752, 0.4521)  -0.560
C (0.6843, -0.0903, -0.1701)  0.070
P (-0.8741, 0.5901, 0.6052)  0.040
C (-1.9593, -0.7519, -0.1465)  -0.024
O (-1.8353, 0.2797, -0.8614)  -0.086
H (0.4524, -0.3488, -1.2544)  0.305